(1)
# C20H28NO2SSn

A molecular structure, C20H28NO2SSn at a distorted geometry (ωB97M-V/def2-TZVPD, the Open Molecules 2025 dataset).

Calculated values
energy relative to the best compared isomer or geometry (same formula, charge and spin) = 178.9 kJ/mol
net charge = -1
2S+1 = 1

Element x y z (Å)
O -4.84622 1.54968 -4.24025
C -5.45724 0.66319 -5.21313
C -6.41735 1.73612 -5.71192
H -5.96012 -0.21557 -4.78554
H -4.69424 0.34051 -5.94810
C -5.68423 2.65999 -4.71249
H -7.47157 1.57056 -5.49166
H -6.26708 2.01885 -6.75281
C -6.53595 3.30507 -3.64362
H -6.84753 2.57876 -2.87036
H -7.43622 3.74200 -4.11087
H -5.95129 4.11190 -3.15053
C -4.83104 3.67140 -5.44005
H -4.17969 3.15650 -6.15837
H -4.21263 4.21822 -4.72277
H -5.48720 4.36596 -5.97555
Sn -0.85493 -1.02723 -1.74452
C 2.32918 0.12032 -1.04825
C 2.29307 -1.17345 -1.59660
C 1.58712 -1.13067 -2.83251
H 2.82199 -2.02925 -1.20199
C 1.21550 0.25847 -3.06138
C 1.64272 0.99295 -1.92485
H 1.55348 2.06670 -1.79480
H 2.82981 0.41492 -0.13135
H 1.47747 -1.94682 -3.54646
H 0.80974 0.68045 -3.99074
C 0.14698 1.09103 2.36734
C 0.56723 1.84265 1.23266
C -0.53789 1.96698 0.34166
H 1.56809 2.24671 1.09488
C -1.64280 1.26262 0.91553
C -1.21208 0.71156 2.16069
H -1.82093 0.13595 2.85911
H 0.77844 0.79534 3.20335
H -0.54975 2.55570 -0.59042
H -2.64744 1.15119 0.48012
O -4.32037 2.97735 -1.70927
C -2.97856 3.00707 -2.25924
C -2.44720 1.57737 -2.51354
H -2.31196 3.48671 -1.50671
H -2.95683 3.63430 -3.18043
C -3.65717 0.68135 -2.11116
H -1.62821 1.42029 -1.78070
H -2.03126 1.44430 -3.54124
C -4.60439 1.61195 -1.33885
H -3.43240 -0.23412 -1.54073
H -4.19190 0.38238 -3.01137
H -4.49428 1.46423 -0.24616
H -5.65869 1.42468 -1.59839
S 1.66831 -2.12616 2.14599
C 0.61688 -2.07536 0.98147
N -0.20946 -2.06917 0.09633



(2)
# C20H28NO8P

3 unconnected molecules or ions with the total composition C20H28NO8P (ωB97M-V/def2-TZVPD, the Open Molecules 2025 dataset).

Calculated values
SMILES = [H]/N=C\CC1=CC(=O)C=C(P(CC)CC)C1=O.C[C@@H]1COC(=O)O1.C[C@@H]1COC(=O)O1
2S+1 = 1

Element x y z (Å)
H -2.53620 -2.59032 2.52679
N -3.12267 -3.42730 2.56010
C -3.94247 -3.43274 1.60733
C -4.10704 -2.36671 0.53833
C -3.22941 -2.64425 -0.64811
C -3.60877 -3.33869 -1.71729
C -2.66760 -3.59853 -2.83127
O -2.87848 -4.45556 -3.66303
C -1.44852 -2.74375 -2.89876
C -1.03460 -2.02591 -1.85480
P 0.47342 -0.99138 -2.04576
C 1.58751 -1.54375 -0.67368
C 1.43710 -3.03091 -0.33502
C -0.02491 0.71720 -1.55693
C -1.14164 0.96632 -0.54647
C -1.81556 -2.14424 -0.57711
O -1.32166 -1.88174 0.49921
H -4.61185 -4.29250 1.52518
H -5.14691 -2.34016 0.21128
H -3.84599 -1.39732 0.96554
H -4.60653 -3.75344 -1.80488
H -0.90809 -2.74388 -3.83758
H 2.59269 -1.36066 -1.04549
H 1.40819 -0.94000 0.21733
H 0.63847 -3.19406 0.38270
H 1.26463 -3.64128 -1.22450
H 2.36037 -3.40268 0.11712
H -0.24986 1.24239 -2.48747
H 0.90506 1.14992 -1.17146
H -2.10327 0.57918 -0.89024
H -0.91416 0.52912 0.42281
H -1.27728 2.03758 -0.38797
C 7.36957 -1.18304 2.64940
C 5.90517 -1.08933 2.30868
C 5.47977 -1.81941 1.04705
O 4.39178 -1.01721 0.58005
C 4.55841 0.24188 1.05312
O 3.92973 1.18361 0.69582
O 5.53874 0.26562 1.98247
H 7.57461 -0.74394 3.62411
H 7.68068 -2.22821 2.67043
H 7.96136 -0.65098 1.90433
H 5.28409 -1.39682 3.15426
H 5.13482 -2.83527 1.22017
H 6.26845 -1.81916 0.29037
C -1.00199 6.29089 -0.11331
C -2.23952 5.60064 -0.62594
C -3.55590 6.25649 -0.25052
O -4.44656 5.13969 -0.16620
C -3.71430 4.03477 0.11062
O -4.16445 2.98058 0.41916
O -2.39438 4.30569 -0.01523
H -0.10080 5.83585 -0.52049
H -1.01626 7.34306 -0.40055
H -0.95790 6.21957 0.97359
H -2.18164 5.44447 -1.70661
H -3.92578 6.96185 -0.98944
H -3.50164 6.73878 0.72874



(3)
# C20H28OPdS2Si2

A molecular structure, C20H28OPdS2Si2 at a distorted geometry (ωB97M-V/def2-TZVPD, the Open Molecules 2025 dataset).

Calculated values
<S²> = 2.009
energy relative to the best compared isomer or geometry (same formula, charge and spin) = 0.0 kJ/mol
net charge = -2
2S+1 = 3

Element x y z (Å)
Pd -0.11746 0.13254 -0.21855
S -2.02381 1.47655 -1.06525
C -2.72819 0.35351 -2.23371
C -3.68548 0.85818 -3.13101
C -4.23508 0.06304 -4.10113
C -3.90482 -1.29065 -4.14774
C -3.01718 -1.80754 -3.20325
C -2.43128 -1.02223 -2.22635
S -1.48717 -1.80861 -0.94809
H -3.86018 1.92285 -3.12850
H -4.91787 0.47884 -4.83336
H -4.32579 -1.92585 -4.91044
H -2.80737 -2.87859 -3.22528
C 0.17524 -2.64587 1.99322
Si 0.99468 -0.99169 1.51967
C 1.50016 0.11485 2.96956
C 2.69734 -1.65017 0.88039
C 3.62516 -2.30621 1.69622
C 4.88741 -2.67710 1.24262
C 5.25723 -2.44433 -0.09262
C 4.33766 -1.75378 -0.88283
C 3.07589 -1.34536 -0.41791
Si 1.80153 -0.36619 -1.44487
C 2.75093 1.09661 -2.27262
C 1.46141 -1.46948 -3.01391
H 0.83325 -3.23576 2.60837
H 0.13584 -3.03363 0.99766
H -0.78894 -2.58054 2.48709
H 2.37231 -0.28215 3.57529
H 0.69181 0.28096 3.69273
H 1.82050 1.10280 2.54145
H 3.38343 -2.54936 2.73038
H 5.58853 -3.14028 1.94112
H 6.22430 -2.76976 -0.55666
H 4.67267 -1.55283 -1.88655
H 3.34506 0.64441 -3.11788
H 3.53756 1.55832 -1.69831
H 2.10512 1.88563 -2.75741
H 2.28191 -1.31679 -3.75223
H 0.51316 -1.19715 -3.48316
H 1.33025 -2.52061 -2.73103
C -2.52096 2.09585 2.26233
C -2.17923 3.47701 1.66365
C -2.58580 4.44644 2.76669
O -2.85727 3.69309 3.94639
C -2.32924 2.37057 3.75618
H -1.86645 1.30067 1.92549
H -3.56889 1.80556 2.09477
H -2.72513 3.64910 0.72279
H -1.13794 3.51811 1.47846
H -3.47475 5.05464 2.52185
H -1.74957 5.17830 2.99486
H -2.81947 1.75455 4.49675
H -1.25501 2.24950 3.97470



(4)
# C20H29AlBF24N4O4

A molecular structure, C20H29AlBF24N4O4 (ωB97M-V/def2-TZVPD, the Open Molecules 2025 dataset).

Calculated values
net charge = -1
2S+1 = 1

Element x y z (Å)
N -0.88555 3.27319 -1.17671
C -1.33112 2.10084 -0.88518
N -1.03159 0.91969 -1.55780
N -2.31299 1.97782 0.11328
C -2.02400 1.08578 1.25661
C -1.10825 1.72966 2.30013
C -0.45131 0.76582 3.32296
C -0.12769 -0.64344 2.80361
Al 1.12794 -0.77627 1.20945
B 2.87804 -1.99269 1.66318
N 3.47375 -2.87925 0.69098
O 3.53844 -2.02830 2.92556
H -0.21959 3.21301 -1.94157
H -0.34351 1.08628 -2.27847
H -0.70716 0.14136 -0.97813
H -2.43014 2.92560 0.45705
H -1.58314 0.16729 0.87116
H -2.99333 0.81697 1.68940
H -0.34135 2.30955 1.77671
H -1.71174 2.45407 2.86380
H -1.08029 0.72263 4.22483
H 0.48508 1.23638 3.64665
H -1.06901 -1.13142 2.51208
H 0.27675 -1.24543 3.62688
H 1.49074 0.70029 0.60567
H 0.27944 -1.54911 -0.00618
H 2.88431 -3.09746 -0.09797
H 3.89589 -3.72108 1.06423
H 4.42087 -1.65334 2.86334
C 8.64840 -4.36699 5.70453
C 9.79524 -3.49754 6.22364
C 9.43340 -2.34632 7.16660
F 8.67104 -1.43491 6.53173
F 10.57512 -1.74121 7.56866
F 10.55116 -3.04067 5.20935
F 10.57394 -4.33402 6.98480
O 8.19379 -4.06760 4.40957
C 7.15211 -3.20249 4.21077
C 7.57724 -2.03892 3.30498
F 8.59581 -1.36243 3.87643
F 6.53591 -1.19331 3.15515
F 6.63904 -2.75275 5.36941
F 6.18033 -3.86936 3.55924
H 9.07679 -5.36552 5.62909
H 7.83652 -4.40814 6.43101
H 8.90472 -2.72109 8.04655
H 7.88676 -2.41638 2.32934
C -2.83625 4.33965 -3.70515
C -2.04706 3.74251 -4.87284
C -1.86526 4.62693 -6.10971
F -3.06134 4.90630 -6.67450
F -1.11531 3.96753 -7.02352
F -2.55773 2.55295 -5.24289
F -0.77265 3.52727 -4.42028
O -4.16492 3.89492 -3.57863
C -5.24037 4.46518 -4.15662
C -5.98429 3.47604 -5.06510
F -5.17438 3.05573 -6.05874
F -7.04398 4.11010 -5.62533
F -4.94143 5.60187 -4.82121
F -6.12115 4.80205 -3.17681
H -2.37418 3.93324 -2.80272
H -2.73572 5.42531 -3.67339
H -1.35921 5.55860 -5.84491
H -6.33366 2.62181 -4.48264
C -4.15746 -1.03722 -3.37271
C -4.81360 0.10513 -2.59786
C -4.48746 0.23405 -1.10455
F -4.93091 -0.86578 -0.44326
F -5.15120 1.30916 -0.62470
F -6.15532 0.09943 -2.78588
F -4.31955 1.24980 -3.14771
O -4.97973 -2.16656 -3.59235
C -4.99687 -3.21594 -2.73364
C -6.41568 -3.47128 -2.20567
F -6.86169 -2.39776 -1.52690
F -6.38850 -4.53033 -1.36358
F -4.11889 -3.08910 -1.72898
F -4.65311 -4.33390 -3.43164
H -3.97323 -0.63123 -4.36591
H -3.19344 -1.29846 -2.93635
H -3.41378 0.36934 -0.94113
H -7.08751 -3.68613 -3.03856



For each record above, in turn, the calculated energy values are -43442.6495 -48352.1325 -64148.7358 -107857.5335 eV.